No. 1
A cluster of 8 separate species, C52H49NO19P2S in total in a non-equilibrium geometry. Source: the Open Molecules 2025 dataset; level of theory: wB97M-V/def2-TZVPD.

Results
* M: 1086.0 g/mol
* Kohn-Sham gap: 0.234 Ha

Geometry as ORCA input:
```
! wB97M-V def2-TZVPD RIJCOSX def2/J DEFGRID3
* xyz 0 1
C 5.24503 -3.93166 1.55319
C 5.92508 -2.87050 0.64530
P 4.79729 -1.51751 0.06160
C 5.92248 -0.17268 -0.54487
C 5.26643 1.24429 -0.48121
C 3.58069 -2.09914 -1.27294
P 3.97273 -1.78187 -3.06709
N 4.99347 -2.82255 -3.59504
O 4.59849 -0.29369 -3.34298
O 2.61750 -1.93807 -3.99657
O 3.53706 -3.54342 -1.08444
C 2.39770 -3.92876 -0.40593
O 2.27127 -4.77312 0.35045
O 1.42802 -3.03441 -0.83565
C 2.14440 -1.77821 -0.73662
C 1.24685 -0.76944 -1.48613
C 0.00613 -0.37122 -0.60049
C -1.33119 -0.38319 -1.39776
S -2.67589 -1.00357 -0.28210
H 4.47199 -3.49379 2.20373
H 5.98673 -4.45119 2.18580
H 4.83205 -4.71128 0.89335
H 6.50375 -3.32468 -0.16505
H 6.68537 -2.36978 1.27729
H 6.78583 -0.16497 0.14800
H 6.36823 -0.38658 -1.53536
H 5.62643 1.91778 -1.27815
H 4.17762 1.11224 -0.63035
H 5.49479 1.71236 0.48691
H 5.29330 -3.46967 -2.86967
H 4.15408 0.39829 -2.82002
H 2.79152 -1.43786 -4.81431
H 2.04766 -1.50457 0.32890
H 1.80810 0.12467 -1.82262
H 0.81745 -1.22115 -2.39736
H 0.13443 0.64000 -0.18655
H -0.07763 -1.15683 0.16577
H -1.31021 -1.03455 -2.28390
H -1.66292 0.61838 -1.71365
H -3.32534 0.10459 0.17360
O -0.99229 5.95013 2.44928
C -0.19330 5.05803 2.24518
C -0.50594 3.65225 2.58738
C 0.37084 2.67751 2.36807
C 1.69747 2.95459 1.76998
O 2.49578 2.06304 1.56814
C 2.01124 4.36214 1.42572
C 1.13371 5.33765 1.64577
H -1.47946 3.46717 3.02388
H 0.15970 1.64441 2.61414
H 2.98531 4.54679 0.98998
H 1.34377 6.37152 1.40158
O 8.71618 -2.33995 -3.47332
C 8.81528 -1.69697 -4.49785
C 10.09315 -1.64392 -5.24957
C 10.20537 -0.93740 -6.37152
C 9.05790 -0.17398 -6.91972
O 9.16262 0.46841 -7.94444
C 7.78199 -0.22690 -6.16935
C 7.66741 -0.93343 -5.04651
H 10.92005 -2.20734 -4.83547
H 11.12969 -0.88613 -6.93310
H 6.95591 0.33686 -6.58421
H 6.74220 -0.98387 -4.48662
O -4.58535 2.26649 0.82990
C -5.77325 2.13450 1.04766
C -6.59260 1.16932 0.27822
C -7.89527 1.02455 0.51423
C -8.57915 1.82485 1.56075
O -9.76455 1.69115 1.77794
C -7.75819 2.79174 2.32996
C -6.45671 2.93419 2.09211
H -6.07452 0.59487 -0.48054
H -8.50900 0.32893 -0.03529
H -8.27432 3.36719 3.08831
H -5.84071 3.63349 2.64336
O -13.84155 4.80730 2.42442
C -13.84366 3.91995 1.59658
C -12.68126 3.01621 1.43076
C -12.68577 2.04471 0.52000
C -13.85362 1.82581 -0.36440
O -13.85973 0.93736 -1.19497
C -15.01756 2.72929 -0.20011
C -15.01323 3.70001 0.70986
H -11.83667 3.18848 2.08513
H -11.84458 1.37499 0.38507
H -15.86128 2.55422 -0.85595
H -15.85336 4.36937 0.84580
O -10.40884 -0.58043 -0.03404
C -10.43502 -1.46675 -0.86758
C -9.28921 -2.39031 -1.04620
C -9.31960 -3.35696 -1.95982
C -10.50150 -3.55178 -2.83634
O -10.52795 -4.43453 -3.66704
C -11.64576 -2.62697 -2.65576
C -11.61542 -1.65955 -1.74143
H -8.43568 -2.23443 -0.39736
H -8.49329 -4.04109 -2.10625
H -12.49858 -2.78313 -3.30401
H -12.44183 -0.97339 -1.59387
O 1.75434 7.75516 8.44195
C 1.76214 6.85573 7.62914
C 2.95677 5.99679 7.44249
C 2.96539 5.01109 6.54849
C 1.78148 4.72863 5.70283
O 1.79017 3.82764 4.88839
C 0.58681 5.58675 5.88867
C 0.57785 6.57259 6.78247
H 3.81158 6.21726 8.06924
H 3.82785 4.37423 6.39735
H -0.26870 5.36710 5.26173
H -0.28476 7.20918 6.93287
O 8.24215 -4.26375 0.43022
C 8.92702 -5.23735 0.18810
C 9.83021 -5.81730 1.20989
C 10.58114 -6.88252 0.94162
C 10.54484 -7.53507 -0.39002
O 11.22831 -8.50701 -0.63276
C 9.64083 -6.95371 -1.41124
C 8.88998 -5.88828 -1.14252
H 9.84294 -5.32835 2.17591
H 11.24744 -7.32023 1.67411
H 9.62768 -7.44191 -2.37737
H 8.22376 -5.44961 -1.87513
*
```

=====

No. 2
A structure of composition C52H50FLaN7O11 in a non-equilibrium geometry. Source: the Open Molecules 2025 dataset; level of theory: wB97M-V/def2-TZVPD.

Results
* M: 1106.9 g/mol
* Kohn-Sham gap: 0.198 Ha
* energy relative to the best compared isomer or geometry (same formula, charge and spin): 2.7148 eV

Geometry as ORCA input:
```
! wB97M-V def2-TZVPD RIJCOSX def2/J DEFGRID3
* xyz 1 1
La -1.13951 1.21393 0.26019
C -5.01804 1.06940 0.61661
O -3.89200 1.95593 0.87176
C -4.12455 3.32568 0.89027
C -5.31850 3.88737 0.48740
C -5.40558 5.26527 0.61668
C -4.38687 6.05732 1.06786
C -3.20090 5.49500 1.46137
C -3.06851 4.10949 1.36329
N -1.94257 3.41542 1.76895
N -1.47030 3.98991 2.79531
C -0.38890 3.43244 3.42767
C 0.04084 2.06759 3.37619
O -0.52701 1.21033 2.55728
C 0.97621 1.59477 4.37719
C 1.54790 2.42717 5.29018
C 1.24280 3.83927 5.32121
C 1.75442 4.68222 6.32283
C 1.19069 5.93390 6.51752
C 0.17821 6.36943 5.67406
C -0.21821 5.60058 4.57508
C 0.19808 4.29086 4.43145
H -5.92755 1.47112 1.01991
H -4.66456 0.15002 1.09068
H -5.11667 0.85329 -0.49495
H -6.23326 3.28059 0.23170
H -6.32776 5.73125 0.23108
H -4.59069 7.11943 1.16329
H -2.33719 6.02869 1.76873
H 1.25745 0.58403 4.16752
H 2.33186 2.02865 5.93395
H 2.58560 4.44914 6.94634
H 1.31014 6.45454 7.52453
H -0.39979 7.27436 5.77380
H -0.88134 6.03369 3.76328
C -1.74365 -6.08862 -2.81542
C -0.97266 -4.76242 -2.89799
N -1.42596 -3.73262 -1.95472
C -2.01079 -2.54398 -2.41780
C -2.40519 -1.59085 -1.61869
C -2.88660 -0.26193 -2.27031
O -3.44355 -0.29750 -3.37609
O -2.42616 0.84362 -1.76983
C -2.23982 -1.64310 -0.19775
O -2.75646 -0.83049 0.57479
C -1.48794 -2.78025 0.25607
C -1.09253 -2.74900 1.58620
C -0.19811 -3.67997 2.07932
F 0.31956 -3.49877 3.30972
C 0.28559 -4.65333 1.19265
C -0.26784 -4.78371 -0.07103
C -1.06575 -3.77818 -0.62019
N 1.38597 -5.44766 1.61038
C 2.58576 -4.59591 1.80573
C 3.78883 -5.32862 2.20204
N 3.48867 -5.95036 3.50829
C 2.25664 -6.83436 3.38857
C 1.07346 -6.09011 2.90467
H -1.23523 -6.82957 -3.45896
H -2.82008 -5.94587 -3.00443
H -1.60269 -6.49759 -1.84686
H -1.01884 -4.32886 -3.91485
H 0.07465 -4.95181 -2.66941
H -2.20638 -2.56406 -3.49167
H -1.41953 -1.95000 2.25426
H 0.12132 -5.57377 -0.65926
H 2.40501 -3.86468 2.65609
H 2.72643 -4.10877 0.87006
H 4.48191 -4.52627 2.37755
H 4.17280 -6.12215 1.56258
H 3.19525 -5.19706 4.15867
H 4.28119 -6.43627 3.94377
H 2.04186 -7.31925 4.36508
H 2.52306 -7.52026 2.61852
H 0.56819 -5.42870 3.58227
H 0.30678 -6.88324 2.65861
O 4.01311 1.91939 1.02941
H 3.07829 1.66690 0.89903
H 4.46544 1.13326 1.30608
O 1.39080 0.70026 0.27297
C 1.29389 -0.35046 -0.39055
O 0.22584 -0.68269 -0.99973
C 2.49020 -1.16906 -0.65465
C 2.57342 -1.69826 -1.97834
C 3.61351 -2.55854 -2.37228
C 4.59742 -2.82735 -1.38592
O 5.63572 -3.68972 -1.40454
C 6.38592 -3.33839 -0.15637
O 5.43852 -2.74695 0.73960
C 4.54049 -2.18025 -0.15142
C 3.52965 -1.35650 0.23711
H 1.73408 -1.59998 -2.69325
H 3.69087 -2.97248 -3.37985
H 7.06262 -2.52084 -0.40242
H 6.81924 -4.27996 0.16810
H 3.42669 -1.10927 1.31639
C -1.60299 3.16771 -5.84346
N -1.52379 3.68971 -4.42294
N -0.79747 3.06958 -3.41234
C -1.22450 3.58537 -2.19426
O -0.77916 3.24780 -1.06233
C -2.24949 4.53146 -2.48596
C -2.42208 4.54886 -3.81189
C -3.36980 5.41010 -4.56097
C 0.13772 2.08924 -3.80395
C -0.28652 0.92414 -4.36411
C 0.68225 0.02605 -4.85988
C 2.02885 0.30433 -4.67930
C 2.40404 1.44822 -3.93641
C 1.44479 2.34255 -3.52440
H -2.60283 2.76683 -5.92865
H -0.85370 2.42784 -6.01015
H -1.56840 4.03254 -6.51404
H -2.92220 4.99433 -1.78841
H -4.33820 5.44144 -4.05327
H -3.55288 5.03498 -5.58842
H -3.04258 6.40714 -4.78024
H -1.31861 0.79751 -4.55187
H 0.44819 -0.82393 -5.47110
H 2.76796 -0.33945 -5.16846
H 3.41875 1.70420 -3.78692
H 1.72577 3.26653 -2.99646
*
```

=====

No. 3
A structure of composition C52H50I2N6O3Ti. Source: the Open Molecules 2025 dataset; level of theory: wB97M-V/def2-TZVPD.

Results
* M: 1108.7 g/mol
* Kohn-Sham gap (spin up / spin down): 0.203 / 0.257 Ha
* energy relative to the best compared isomer or geometry (same formula, charge and spin): 0.8731 eV

Geometry as ORCA input:
```
! wB97M-V def2-TZVPD RIJCOSX def2/J DEFGRID3
* xyz -1 2
Ti -0.18738 0.82301 -0.26029
C 3.18424 4.10494 2.37078
C 3.11671 2.86184 1.47531
C 4.32198 2.83899 0.53293
C 3.01457 1.60563 2.31567
C 4.14582 1.18029 3.00777
C 4.10496 0.09284 3.85827
C 2.91305 -0.59107 4.02560
C 1.76591 -0.20990 3.34020
C 0.47812 -0.99270 3.52906
C -0.39989 -0.34844 4.60611
C 0.71752 -2.46730 3.85072
C 1.82194 0.89141 2.47210
N 0.62148 1.28373 1.77651
C 0.04371 2.33710 2.39515
O 0.42257 2.93721 3.39841
C -1.25076 2.74863 1.76648
C -2.02883 3.79046 2.23021
C -3.25789 4.00359 1.62256
C -3.69563 3.13161 0.63549
C -2.86322 2.09779 0.24929
N -1.64807 1.95951 0.77764
C -3.34469 0.91594 -0.55052
O -4.50448 0.93526 -0.97639
N -2.44805 -0.06461 -0.52225
C -2.93196 -1.34754 -0.90656
C -3.21353 -1.70812 -2.23361
C -3.62212 -3.01489 -2.49658
C -3.77081 -3.94864 -1.48839
C -3.53741 -3.57062 -0.17581
C -3.13025 -2.27785 0.13035
C -2.97237 -1.83812 1.57374
C -4.20905 -1.04863 2.02060
C -2.72374 -2.98474 2.54702
C -3.14923 -0.73495 -3.39661
C -2.43769 -1.32875 -4.61837
C -4.56130 -0.30400 -3.81199
H 3.21533 5.00700 1.75338
H 2.32543 4.16097 3.03771
H 4.09369 4.08131 2.97951
H 2.21442 2.93352 0.87010
H 5.25707 2.96044 1.08711
H 4.37483 1.91254 -0.03888
H 4.25055 3.66730 -0.17560
H 5.07428 1.72399 2.88145
H 4.99601 -0.22376 4.38717
H 2.88586 -1.44395 4.69065
H -0.07851 -0.94070 2.58784
H 0.09049 -0.43022 5.58036
H -0.56231 0.71068 4.40938
H -1.36964 -0.85067 4.66916
H 1.16833 -2.59405 4.83709
H -0.22621 -3.01162 3.86106
H 1.37664 -2.93795 3.11765
H -1.65334 4.38867 3.04764
H -3.89217 4.81951 1.94654
H -4.67375 3.18915 0.17947
H -3.83090 -3.30236 -3.52032
H -4.08272 -4.96010 -1.71978
H -3.68009 -4.29385 0.61699
H -2.12105 -1.15263 1.61762
H -5.07983 -1.71029 2.04519
H -4.06397 -0.63745 3.02366
H -4.43883 -0.23324 1.33590
H -3.60194 -3.62842 2.63898
H -1.88039 -3.60953 2.24303
H -2.51553 -2.58537 3.54120
H -2.60727 0.15178 -3.06628
H -3.07697 -2.05773 -5.12396
H -2.21077 -0.54092 -5.34009
H -1.50565 -1.83115 -4.35847
H -5.11828 -1.16579 -4.19354
H -5.10082 0.12464 -2.97091
H -4.50406 0.43947 -4.61193
C 4.38781 -2.79653 -0.07460
C 4.65381 -1.87834 -1.08255
C 3.82512 -0.78904 -1.29611
C 2.68892 -0.59645 -0.49856
C 2.41637 -1.53697 0.49261
C 3.26017 -2.61222 0.71263
N 1.82564 0.50319 -0.69144
N 2.35829 1.40833 -1.51911
C 1.65436 2.57617 -1.56986
C 2.20910 3.64548 -2.28820
C 1.55694 4.86217 -2.32079
C 0.34587 5.02113 -1.65178
C -0.21293 3.95265 -0.95144
C 0.42683 2.72499 -0.88450
H 5.04806 -3.63778 0.09560
H 5.52368 -2.00737 -1.71608
H 4.03939 -0.07571 -2.07719
H 1.54097 -1.41461 1.11190
H 3.03410 -3.30878 1.51152
H 3.14827 3.48886 -2.80534
H 1.98553 5.69155 -2.87088
H -0.17057 5.97308 -1.68105
H -1.17462 4.10536 -0.47488
I 0.04364 2.04117 -5.10368
C 0.50989 0.20921 -4.25089
C 1.15294 -0.78685 -5.01327
C 1.38289 -2.03228 -4.49665
I 2.35408 -3.44205 -5.69442
C 0.97267 -2.35833 -3.17497
C 1.08567 -3.62542 -2.55447
C 0.59423 -3.80694 -1.29563
C 0.03291 -2.71012 -0.61217
N -0.05815 -1.51934 -1.13923
C 0.37020 -1.34189 -2.42004
C 0.12656 -0.03603 -2.95390
O -0.48968 0.81373 -2.18033
H 1.45650 -0.55452 -6.02469
H 1.55399 -4.44169 -3.08845
H 0.65314 -4.76699 -0.80208
H -0.34472 -2.82892 0.39827
*
```

=====

No. 4
A cluster of 2 separate species, C52H50N3O3 in total in a non-equilibrium geometry. Source: the Open Molecules 2025 dataset; level of theory: wB97M-V/def2-TZVPD.

Results
* M: 765.0 g/mol
* Kohn-Sham gap: 0.106 Ha
* energy relative to the best compared isomer or geometry (same formula, charge and spin): 1.5146 eV

Geometry as ORCA input:
```
! wB97M-V def2-TZVPD RIJCOSX def2/J DEFGRID3
* xyz 1 1
C 4.63033 4.54828 3.34529
C 3.83962 5.59540 2.54457
C 2.40817 5.24569 2.82317
C 2.41046 4.19468 3.76756
O 3.64299 3.69927 4.04791
C 1.20503 3.65304 4.25351
C 0.02751 4.01645 3.64486
C 0.02407 4.84558 2.47225
C -1.11930 5.01287 1.64411
C -2.49276 4.83714 2.04200
C -3.44181 5.91434 2.00485
C -4.78056 5.67418 2.26612
C -5.20563 4.35946 2.57253
O -6.55033 4.21638 2.70991
C -7.16256 5.54025 2.49893
C -6.01565 6.53104 2.22559
C -4.28281 3.30611 2.68609
C -2.95126 3.55269 2.45032
C 1.23231 5.56713 2.17397
H 5.24576 3.89777 2.70183
H 5.26944 4.99626 4.12360
H 4.08407 6.60734 2.89830
H 4.04314 5.54618 1.46600
H 1.25709 2.93582 5.06775
H -0.91839 3.61135 4.00218
H -0.95079 5.56278 0.71530
H -3.10265 6.92510 1.77345
H -7.86344 5.44729 1.65250
H -7.73621 5.77176 3.41135
H -5.98958 7.31398 2.99552
H -6.13634 7.01115 1.24627
H -4.65688 2.31992 2.93983
H -2.22080 2.74411 2.50779
H 1.23041 6.32451 1.38815
C 3.10448 -2.19176 4.15690
C 2.61267 -2.35025 2.74891
C 1.45445 -3.08343 2.50184
C 0.98828 -3.27825 1.19709
C -0.12540 -4.25381 0.99650
C 1.62006 -2.59224 0.15524
N 1.07673 -2.65846 -1.16261
C -0.12294 -2.14406 -1.62785
C -1.27494 -1.70155 -0.80094
C -1.25469 -0.56779 0.16641
C -2.30840 -0.69355 1.21030
C -0.14099 0.32119 0.26507
C 0.57702 0.74431 -0.87621
C 1.65949 1.60831 -0.75046
C 2.12072 1.98130 0.51320
C 1.51543 1.44314 1.65071
C 0.32996 0.73574 1.54629
O -2.32166 -2.39293 -0.88341
N -0.30744 -2.71153 -2.83743
C -1.43240 -2.80630 -3.70102
C -2.21081 -1.67372 -4.02209
C -1.86703 -0.29020 -3.59111
C -3.33581 -1.84649 -4.82918
C -3.62409 -3.07223 -5.42439
C -4.80789 -3.19979 -6.33293
C -2.78862 -4.15815 -5.16610
C -1.69632 -4.05459 -4.30785
C -0.92379 -5.30437 -4.05937
N 0.85799 -3.31983 -3.25996
C 1.66110 -3.34578 -2.23334
C 2.96839 -4.00172 -2.26873
C 3.71074 -3.83576 -3.46101
C 5.07137 -4.13795 -3.47549
C 5.67118 -4.73387 -2.36129
C 4.88283 -5.10408 -1.26584
C 3.52497 -4.78006 -1.22248
C 2.81350 -1.89298 0.37034
C 3.61668 -1.28919 -0.73586
C 3.30327 -1.78634 1.67812
H 4.03489 -1.61278 4.17108
H 2.35379 -1.67396 4.77152
H 3.29143 -3.17508 4.61186
H 0.92119 -3.54631 3.33722
H -0.10077 -4.71314 0.00188
H -0.03092 -5.06527 1.73621
H -1.10472 -3.78347 1.14930
H -2.44302 0.22712 1.78929
H -3.26894 -0.98546 0.74685
H -2.04955 -1.50706 1.90885
H 0.23310 0.40581 -1.85551
H 2.16233 1.97061 -1.64439
H 2.98013 2.64880 0.61934
H 1.97016 1.58230 2.62924
H -0.20618 0.41373 2.44125
H -2.46614 0.42269 -4.17669
H -2.09377 -0.11993 -2.52985
H -0.80930 -0.06837 -3.77606
H -3.98588 -0.99003 -5.03106
H -4.82177 -4.18399 -6.80943
H -5.74491 -3.07538 -5.77483
H -4.77819 -2.43229 -7.11658
H -2.99945 -5.11448 -5.65169
H -1.14480 -6.02081 -4.86000
H 0.14473 -5.10040 -4.07341
H -1.19050 -5.77412 -3.10267
H 3.20647 -3.42650 -4.33863
H 5.65993 -3.89971 -4.36132
H 6.74605 -4.92197 -2.35712
H 5.34117 -5.63981 -0.43334
H 2.88571 -5.12873 -0.40757
H 4.04327 -0.33373 -0.39952
H 4.45635 -1.94461 -1.01708
H 3.00466 -1.10233 -1.62377
H 4.23272 -1.23757 1.86326
*
```